Molecular formula: C3H8BrISi
Method: DFT, the ωB97M-V functional and the def2-TZVPD basis

Values from the calculation:
relative energy (zero: lowest compared OMol25 entry of this formula, charge and spin) = 3.695 eV
spin multiplicity = 1
F_max = 5.4 eV/Å
orbital gap (spin up / spin down) = 0.256 / 0.293 Eh
E_LUMO (spin up / spin down) = -0.022 / -0.036 Ha

CARTESIAN COORDINATES (ANGSTROEM)
C (1.7511, 1.7971, 0.0272)
C (0.6822, -1.2687, -0.1527)
C (-2.8360, -0.0957, -0.0011)
Si (0.6338, 0.3918, 0.8774)
Br (-2.9857, -1.8540, -0.6980)
I (1.4972, -0.0820, 3.1176)
H (2.2490, 1.1829, -0.7972)
H (1.2508, 2.5358, -0.4252)
H (2.5202, 2.2245, 0.7908)
H (0.0796, -1.0290, -1.0129)
H (1.6273, -1.5279, -0.6899)
H (0.2680, -2.0556, 0.4221)
H (-2.4907, 0.6329, -0.6819)
H (-3.6244, 0.2403, 0.5462)

Charges in e, computed with natural (NBO), in the same order as the atoms:
1. C -1.073
2. C -1.111
3. C -0.400
4. Si 1.023
5. Br 0.050
6. I -0.246
7. H 0.232
8. H 0.220
9. H 0.252
10. H 0.232
11. H 0.241
12. H 0.244
13. H 0.170
14. H 0.165

Molecular formula: C5H14N2O
Method: DFT, the ωB97M-V functional and the def2-TZVPD basis

Values from the calculation:
⟨S²⟩ = 0.755
relative energy (zero: lowest compared OMol25 entry of this formula, charge and spin) = 1.621 eV
charge = +1
spin multiplicity = 2
F_max = 3.0 eV/Å
orbital gap (spin up / spin down) = 0.407 / 0.235 Eh
E_LUMO (spin up / spin down) = -0.098 / -0.266 Ha

CARTESIAN COORDINATES (ANGSTROEM)
N (-0.3964, -0.9349, 2.0735)
C (-0.3052, -0.0518, 0.9515)
C (-1.3699, 1.0117, 0.7795)
O (-0.9190, 2.3411, 1.0684)
C (-0.2998, -1.0377, -0.3360)
N (0.5544, -0.6545, -1.4541)
C (0.9887, 0.7580, -1.4874)
C (1.6437, -1.5705, -1.7304)
H (0.1272, -0.6321, 2.8861)
H (-1.3260, -1.2151, 2.3061)
H (0.6599, 0.4534, 0.9718)
H (-1.7981, 1.1345, -0.2196)
H (-2.2915, 0.8537, 1.3525)
H (-0.5215, 2.3398, 1.9302)
H (-0.1564, -2.0358, 0.0646)
H (-1.3446, -0.9798, -0.6607)
H (0.1170, 1.4044, -1.4251)
H (1.7337, 0.9248, -0.7105)
H (1.4261, 0.9121, -2.4726)
H (2.1208, -1.2932, -2.6833)
H (2.5035, -1.3152, -1.0899)
H (1.2679, -2.5850, -1.6981)

Charges in e, computed with natural (NBO), in the same order as the atoms:
1. N -0.805
2. C -0.064
3. C -0.113
4. O -0.697
5. C -0.279
6. N -0.001
7. C -0.460
8. C -0.462
9. H 0.399
10. H 0.384
11. H 0.215
12. H 0.190
13. H 0.199
14. H 0.469
15. H 0.260
16. H 0.260
17. H 0.253
18. H 0.246
19. H 0.245
20. H 0.253
21. H 0.258
22. H 0.250

Molecular formula: C31H37BrClF19N2O12
Method: DFT, the ωB97M-V functional and the def2-TZVPD basis

Values from the calculation:
spin multiplicity = 1
F_max = 1.2 eV/Å
orbital gap = 0.378 Eh
E_LUMO = 0.003 Ha
SMILES = C[C@@H](Br)C[C@H](C#N)[C@](F)(Cl)C#N.CCOC(=O)C(F)(F)F.CCOC(=O)C(F)(F)F.CCOC(=O)C(F)(F)F.CCOC(=O)C(F)(F)F.CCOC(=O)C(F)(F)F.CCOC(=O)C(F)(F)F

CARTESIAN COORDINATES (ANGSTROEM)
C (4.2642, 4.4854, -3.8448)
C (3.1903, 5.1160, -2.9489)
Br (1.4523, 4.9032, -3.8775)
C (3.0467, 4.3770, -1.6147)
C (4.0076, 4.8547, -0.4962)
C (4.9767, 5.8681, -0.9462)
N (5.6669, 6.6796, -1.3772)
C (4.8200, 3.6890, 0.1371)
F (5.8231, 3.3174, -0.6909)
Cl (3.7867, 2.3201, 0.5394)
C (5.4473, 4.1879, 1.4003)
N (5.9624, 4.6278, 2.3281)
H (3.8378, 3.5838, -4.2824)
H (4.4980, 5.1579, -4.6667)
H (5.1553, 4.2223, -3.2761)
H (3.3131, 6.1887, -2.8538)
H (3.2197, 3.3198, -1.8181)
H (2.0228, 4.4480, -1.2608)
H (3.4102, 5.2519, 0.3233)
C (4.8228, 6.6542, 4.7479)
C (3.8273, 7.7667, 4.5011)
O (2.4728, 7.3153, 4.7077)
C (2.0605, 7.2624, 5.9662)
O (2.6857, 7.5590, 6.9390)
C (0.6004, 6.7873, 6.0056)
F (0.4148, 5.7213, 5.2185)
F (-0.2115, 7.7627, 5.5799)
F (0.2449, 6.4588, 7.2414)
H (4.5870, 5.7880, 4.1358)
H (5.8296, 6.9884, 4.5034)
H (4.8091, 6.3368, 5.7905)
H (3.8656, 8.0871, 3.4618)
H (4.0253, 8.6368, 5.1260)
C (-0.7300, 0.4418, 1.8727)
C (0.1137, -0.4969, 1.0372)
O (-0.2238, -0.4070, -0.3613)
C (0.2983, 0.6140, -1.0233)
O (1.0201, 1.4589, -0.5818)
C (-0.1265, 0.5453, -2.4979)
F (-1.4356, 0.2980, -2.6192)
F (0.5379, -0.4365, -3.1202)
F (0.1433, 1.6897, -3.1083)
H (-1.7894, 0.2580, 1.7001)
H (-0.5157, 0.2936, 2.9302)
H (-0.5304, 1.4840, 1.6249)
H (-0.0827, -1.5314, 1.3125)
H (1.1790, -0.3132, 1.1723)
C (-3.2450, 2.2597, -6.4339)
C (-2.9278, 3.2084, -7.5703)
O (-3.2204, 4.5724, -7.2118)
C (-2.3069, 5.1819, -6.4682)
O (-1.2796, 4.7152, -6.0782)
C (-2.7437, 6.6286, -6.1955)
F (-4.0246, 6.6843, -5.8178)
F (-2.6038, 7.3647, -7.3044)
F (-2.0010, 7.1691, -5.2380)
H (-4.2815, 2.3787, -6.1166)
H (-3.0910, 1.2292, -6.7521)
H (-2.6080, 2.4511, -5.5709)
H (-3.5579, 2.9972, -8.4314)
H (-1.8883, 3.1264, -7.8856)
C (-5.3892, 0.8337, 5.6516)
C (-5.9595, -0.0562, 4.5684)
O (-4.9187, -0.7880, 3.8892)
C (-4.4686, -1.8687, 4.5107)
O (-4.8357, -2.3001, 5.5607)
C (-3.3926, -2.5406, 3.6471)
F (-2.5080, -1.6532, 3.1724)
F (-3.9514, -3.1482, 2.5904)
F (-2.7213, -3.4519, 4.3403)
H (-4.6328, 1.5013, 5.2377)
H (-6.1809, 1.4342, 6.0976)
H (-4.9197, 0.2454, 6.4391)
H (-6.4392, 0.5412, 3.7964)
H (-6.6987, -0.7518, 4.9636)
C (-2.0614, -5.3587, 1.3173)
C (-1.5446, -4.6027, 0.1123)
O (-0.1161, -4.7450, -0.0285)
C (0.3052, -5.8682, -0.5877)
O (-0.3724, -6.7658, -0.9914)
C (1.8374, -5.8517, -0.6886)
F (2.3950, -5.4577, 0.4592)
F (2.2240, -5.0095, -1.6526)
F (2.2978, -7.0639, -0.9831)
H (-1.5331, -5.0466, 2.2189)
H (-3.1229, -5.1680, 1.4491)
H (-1.9174, -6.4329, 1.2054)
H (-1.7136, -3.5340, 0.2327)
H (-2.0391, -4.9165, -0.8061)
C (1.4264, -10.8756, -2.1240)
C (0.4938, -10.3530, -1.0525)
O (-0.7754, -11.0368, -1.0856)
C (-0.8098, -12.2285, -0.5078)
O (0.0937, -12.7865, 0.0393)
C (-2.2313, -12.8026, -0.6023)
F (-2.7279, -12.6698, -1.8358)
F (-3.0430, -12.1568, 0.2447)
F (-2.2397, -14.0918, -0.2852)
H (0.9557, -10.8046, -3.1051)
H (2.3481, -10.2949, -2.1329)
H (1.6800, -11.9213, -1.9520)
H (0.2611, -9.3045, -1.2260)
H (0.9318, -10.4382, -0.0585)

These are the Löwdin partial charges, in e, on atoms 1 to 99:
1. C -0.138
2. C -0.710
3. Br 0.724
4. C -0.237
5. C -0.248
6. C -0.191
7. N 0.209
8. C -0.823
9. F 0.044
10. Cl 0.816
11. C -0.176
12. N 0.214
13. H 0.063
14. H 0.080
15. H 0.073
16. H 0.076
17. H 0.095
18. H 0.092
19. H 0.153
20. C -0.069
21. C -0.190
22. O 0.030
23. C -0.405
24. O 0.175
25. C -0.554
26. F 0.163
27. F 0.168
28. F 0.176
29. H 0.047
30. H 0.084
31. H 0.080
32. H 0.124
33. H 0.125
34. C -0.061
35. C -0.184
36. O 0.038
37. C -0.393
38. O 0.120
39. C -0.553
40. F 0.167
41. F 0.172
42. F 0.157
43. H 0.076
44. H 0.085
45. H 0.080
46. H 0.117
47. H 0.124
48. C -0.057
49. C -0.193
50. O 0.035
51. C -0.400
52. O 0.141
53. C -0.553
54. F 0.168
55. F 0.170
56. F 0.175
57. H 0.084
58. H 0.083
59. H 0.074
60. H 0.125
61. H 0.126
62. C -0.058
63. C -0.192
64. O 0.032
65. C -0.403
66. O 0.181
67. C -0.539
68. F 0.153
69. F 0.159
70. F 0.178
71. H 0.084
72. H 0.084
73. H 0.079
74. H 0.126
75. H 0.127
76. C -0.055
77. C -0.184
78. O 0.035
79. C -0.399
80. O 0.167
81. C -0.552
82. F 0.171
83. F 0.173
84. F 0.169
85. H 0.082
86. H 0.073
87. H 0.081
88. H 0.118
89. H 0.129
90. C -0.054
91. C -0.191
92. O 0.036
93. C -0.405
94. O 0.171
95. C -0.554
96. F 0.168
97. F 0.167
98. F 0.175
99. H 0.085

Molecular formula: C6H6BrN
Method: DFT, the ωB97M-V functional and the def2-TZVPD basis

Values from the calculation:
relative energy (zero: lowest compared OMol25 entry of this formula, charge and spin) = 0.643 eV
spin multiplicity = 1
F_max = 4.9 eV/Å
orbital gap = 0.369 Eh
E_LUMO = -0.005 Ha
SMILES = C[C@]1(Br)C=C(C#N)C1

CARTESIAN COORDINATES (ANGSTROEM)
C (2.4963, 1.3964, -0.0282)
C (0.2847, 0.5259, -0.9808)
C (1.2450, 0.8186, -0.0971)
C (0.1731, 0.1563, 1.1824)
C (-0.7354, -0.0397, -0.0529)
C (-1.2378, -1.4353, -0.3447)
N (3.5181, 1.9171, 0.0514)
Br (-2.3315, 1.1618, 0.0437)
H (0.2406, 0.6619, -2.0490)
H (0.5768, -0.7396, 1.6344)
H (-0.1214, 0.9091, 1.9022)
H (-1.8091, -1.4297, -1.2708)
H (-1.8950, -1.7755, 0.4539)
H (-0.4043, -2.1272, -0.4444)

Charges in e, computed with natural (NBO), in the same order as the atoms:
1. C 0.224
2. C -0.150
3. C -0.096
4. C -0.361
5. C -0.042
6. C -0.637
7. N -0.261
8. Br -0.031
9. H 0.225
10. H 0.219
11. H 0.233
12. H 0.228
13. H 0.228
14. H 0.221

Molecular formula: HN5
Method: DFT, the ωB97M-V functional and the def2-TZVPD basis

Values from the calculation:
relative energy (zero: lowest compared OMol25 entry of this formula, charge and spin) = 1.609 eV
spin multiplicity = 1
F_max = 3.4 eV/Å
orbital gap = 0.379 Eh
E_LUMO = 0.000 Ha

CARTESIAN COORDINATES (ANGSTROEM)
N (2.7503, -0.0053, -0.0196)
N (2.1766, 1.0928, -0.0118)
N (3.1606, -1.0443, 0.0164)
N (0.8280, 1.0524, 0.0318)
N (0.3338, -0.1004, -0.0311)
H (-0.6910, -0.1489, 0.0078)

Charges in e, computed with natural (NBO), in the same order as the atoms:
1. N 0.245
2. N -0.247
3. N 0.067
4. N 0.032
5. N -0.449
6. H 0.351

Molecular formula: C15H15N3O2
Method: DFT, the ωB97M-V functional and the def2-TZVPD basis

Values from the calculation:
relative energy (zero: lowest compared OMol25 entry of this formula, charge and spin) = 13.382 eV
spin multiplicity = 1
F_max = 18.4 eV/Å
orbital gap = 0.326 Eh
E_LUMO = 0.014 Ha

CARTESIAN COORDINATES (ANGSTROEM)
C (3.1194, 0.0970, -4.9561)
C (1.9667, -0.3481, -4.0104)
C (1.6765, 0.1244, -2.7460)
C (0.7865, -0.3204, -2.0081)
C (-0.0015, -1.2029, -2.5476)
C (0.2858, -1.9524, -3.8132)
C (1.3919, -1.5033, -4.6084)
H (1.2299, -1.8086, -5.6314)
H (-0.5192, -2.7396, -4.2079)
N (-0.9829, -1.8590, -1.6440)
C (-1.4133, -1.6331, -0.4257)
O (-2.3122, -2.0120, 0.0980)
C (-0.3699, -0.1694, 0.0241)
C (0.5080, 0.0522, -0.6999)
H (1.0966, 1.0294, -0.4267)
C (-0.4982, 0.0953, 1.3622)
N (-1.2963, -0.1877, 2.3300)
O (-1.1839, 0.5174, 3.3487)
C (-0.5044, 1.4594, 3.0965)
N (0.1321, 1.1595, 1.8359)
C (-0.0085, 2.5600, 3.9061)
C (-1.1324, 3.1361, 4.3265)
H (-1.6750, 3.6894, 3.5138)
H (-1.8475, 2.5386, 4.8513)
H (-1.1838, 4.1654, 4.9855)
C (0.6294, 1.8798, 5.2904)
H (1.6772, 1.4116, 4.9306)
H (-0.1917, 1.1245, 5.7336)
H (1.0908, 2.5545, 5.8900)
H (0.8394, 3.1367, 3.5359)
H (-1.7057, -2.7035, -2.0082)
H (2.3602, 1.0148, -2.6118)
H (2.8982, 1.1685, -5.1763)
H (3.1746, -0.2845, -6.0298)
H (4.1069, 0.0503, -4.5952)

Charges in e, computed with natural (NBO), in the same order as the atoms:
1. C -0.638
2. C 0.004
3. C -0.162
4. C -0.187
5. C 0.221
6. C -0.194
7. C -0.227
8. H 0.234
9. H 0.218
10. N -0.635
11. C 0.727
12. O -0.540
13. C -0.107
14. C -0.151
15. H 0.217
16. C 0.257
17. N -0.165
18. O -0.194
19. C 0.530
20. N -0.517
21. C -0.314
22. C -0.618
23. H 0.221
24. H 0.224
25. H 0.215
26. C -0.596
27. H 0.211
28. H 0.222
29. H 0.208
30. H 0.262
31. H 0.396
32. H 0.221
33. H 0.211
34. H 0.223
35. H 0.220